Entry 1:
{"formula": "C26H82F3N2O20P2", "method": "wB97M-V/def2-TZVPD", "elements": ["N", "P", "O", "C", "C", "C", "C", "O", "C", "N", "P", "O", "C", "C", "C", "C", "O", "C", "F", "F", "F", "H", "H", "H", "H", "H", "H", "H", "H", "H", "H", "H", "H", "H", "H", "H", "H", "H", "H", "C", "O", "H", "H", "H", "H", "C", "O", "H", "H", "H", "H", "C", "O", "H", "H", "H", "H", "C", "O", "H", "H", "H", "H", "C", "O", "H", "H", "H", "H", "C", "O", "H", "H", "H", "H", "C", "O", "H", "H", "H", "H", "C", "O", "H", "H", "H", "H", "C", "O", "H", "H", "H", "H", "C", "O", "H", "H", "H", "H", "C", "O", "H", "H", "H", "H", "C", "O", "H", "H", "H", "H", "C", "O", "H", "H", "H", "H", "C", "O", "H", "H", "H", "H", "C", "O", "H", "H", "H", "H", "C", "O", "H", "H", "H", "H"], "xyz": [[-1.653, 2.828, 2.256], [-0.014, 2.604, 1.874], [0.616, 2.005, 3.283], [0.050, 1.137, 0.658], [0.042, -0.274, 1.249], [-1.041, -0.365, 2.282], [-1.749, -1.629, 2.296], [-2.336, -0.416, 1.779], [-1.112, 1.366, -0.216], [-0.879, 1.550, -1.468], [-2.211, 1.910, -2.550], [-3.507, 1.610, -1.948], [0.539, 1.419, -1.819], [1.203, 1.155, -0.458], [2.607, 1.704, -0.174], [2.906, 3.203, -0.017], [2.854, 3.698, 1.305], [2.142, 4.180, -0.899], [2.561, 5.434, -0.562], [0.798, 4.177, -0.777], [2.461, 4.036, -2.208], [-2.031, 3.485, 1.581], [-2.199, 1.967, 2.228], [1.181, 1.260, 3.039], [-0.202, -1.038, 0.518], [0.963, -0.489, 1.786], [-0.882, 0.133, 3.225], [-1.564, -2.300, 1.482], [-2.190, -1.924, 3.232], [-2.146, 1.449, 0.094], [-1.994, 1.325, -3.805], [-2.106, 3.294, -2.752], [0.649, 0.488, -2.373], [0.979, 2.147, -2.491], [1.401, 0.092, -0.539], [2.953, 1.210, 0.733], [3.256, 1.328, -0.959], [3.943, 3.343, -0.324], [2.663, 2.974, 1.898], [-0.403, -3.169, -1.652], [-1.307, -2.686, -0.640], [0.589, -3.254, -1.217], [-0.731, -4.145, -2.007], [-0.368, -2.468, -2.487], [-2.176, -2.619, -1.049], [-1.477, -6.014, 0.886], [-1.890, -4.697, 1.246], [-1.876, -6.704, 1.625], [-1.868, -6.287, -0.099], [-0.388, -6.096, 0.885], [-1.534, -4.081, 0.584], [0.227, -0.757, -5.437], [1.445, -0.414, -4.775], [-0.509, -1.013, -4.677], [-0.135, 0.094, -6.021], [0.367, -1.617, -6.094], [2.091, -0.190, -5.450], [1.907, 2.926, 6.373], [1.753, 2.340, 7.666], [2.963, 3.135, 6.224], [1.561, 2.241, 5.599], [1.345, 3.860, 6.306], [0.820, 2.159, 7.795], [-2.479, -3.926, -4.864], [-2.612, -4.658, -3.648], [-1.432, -3.646, -4.978], [-2.780, -4.548, -5.713], [-3.092, -3.022, -4.830], [-3.539, -4.904, -3.556], [1.580, 7.207, -3.891], [2.962, 6.868, -3.961], [1.364, 7.951, -4.653], [0.964, 6.323, -4.075], [1.344, 7.622, -2.906], [3.123, 6.214, -3.278], [4.919, 1.675, 8.869], [4.078, 2.301, 9.828], [5.912, 1.570, 9.300], [4.532, 0.684, 8.614], [4.981, 2.291, 7.966], [3.208, 2.384, 9.424], [-4.841, 4.335, 2.787], [-4.479, 4.355, 1.401], [-4.270, 3.548, 3.272], [-4.600, 5.291, 3.255], [-5.906, 4.128, 2.900], [-4.988, 5.057, 0.990], [0.025, -5.573, 4.757], [0.694, -6.141, 3.631], [-0.425, -4.638, 4.437], [-0.764, -6.237, 5.117], [0.728, -5.373, 5.571], [1.084, -6.970, 3.920], [-2.060, 6.894, -3.329], [-1.668, 6.770, -4.693], [-1.517, 6.147, -2.754], [-1.820, 7.888, -2.944], [-3.135, 6.719, -3.230], [-2.148, 7.435, -5.190], [-6.163, -4.191, -5.681], [-6.223, -4.913, -4.452], [-5.130, -3.894, -5.830], [-6.477, -4.818, -6.519], [-6.788, -3.295, -5.638], [-7.132, -5.184, -4.308], [1.537, -3.428, 2.606], [2.124, -2.218, 2.093], [0.456, -3.328, 2.542], [1.850, -4.286, 2.013], [1.822, -3.582, 3.646], [3.077, -2.324, 2.142], [7.313, 4.710, 8.966], [7.172, 4.125, 10.253], [8.364, 4.931, 8.797], [6.971, 4.017, 8.190], [6.740, 5.640, 8.907], [6.236, 3.939, 10.380], [2.927, -4.479, -3.502], [2.536, -3.135, -3.199], [2.506, -5.127, -2.739], [2.535, -4.775, -4.474], [4.015, -4.573, -3.494], [2.905, -2.558, -3.871], [-4.466, -1.600, -1.998], [-4.068, -1.695, -3.372], [-3.912, -2.345, -1.433], [-4.238, -0.606, -1.617], [-5.534, -1.803, -1.901], [-4.571, -1.038, -3.859], [0.724, -4.965, -6.984], [0.609, -5.629, -5.730], [1.772, -4.718, -7.133], [0.395, -5.610, -7.802], [0.136, -4.041, -6.995], [-0.317, -5.847, -5.599]], "charge": 1, "orbital_gap_ev": 7.221, "e_lumo_ev": -3.87}

Entry 2:
{"formula": "C27H10Cl5F5NORhS", "method": "wB97M-V/def2-TZVPD", "elements": ["Rh", "Cl", "C", "C", "Cl", "C", "Cl", "C", "O", "C", "Cl", "C", "Cl", "C", "C", "C", "C", "C", "C", "C", "C", "C", "C", "C", "C", "C", "C", "C", "N", "H", "H", "H", "H", "H", "H", "H", "H", "H", "H", "F", "C", "C", "F", "C", "F", "C", "S", "C", "F", "C", "F"], "xyz": [[0.364, 0.138, -0.088], [-3.082, 6.725, -0.235], [-2.285, 5.224, -0.527], [-1.871, 4.432, 0.534], [-2.137, 4.929, 2.164], [-1.233, 3.225, 0.282], [-0.696, 2.203, 1.576], [-0.991, 2.753, -1.008], [-0.417, 1.600, -1.276], [-1.411, 3.573, -2.065], [-1.105, 3.011, -3.667], [-2.047, 4.783, -1.831], [-2.551, 5.752, -3.163], [3.994, 0.603, 2.437], [3.653, -0.149, 3.556], [2.435, -0.807, 3.597], [1.560, -0.719, 2.516], [1.894, 0.037, 1.391], [3.116, 0.699, 1.363], [0.242, -1.408, 2.517], [-0.103, -2.410, 3.464], [-1.299, -3.039, 3.365], [-2.212, -2.688, 2.341], [-3.478, -3.302, 2.189], [-4.320, -2.903, 1.194], [-3.932, -1.866, 0.313], [-2.717, -1.259, 0.437], [-1.824, -1.674, 1.451], [-0.597, -1.067, 1.564], [4.949, 1.115, 2.405], [4.332, -0.218, 4.396], [2.171, -1.370, 4.484], [3.393, 1.299, 0.504], [0.601, -2.681, 4.237], [-1.568, -3.821, 4.068], [-3.766, -4.088, 2.878], [-5.287, -3.374, 1.077], [-4.610, -1.547, -0.469], [-2.428, -0.458, -0.235], [3.796, -0.372, -6.073], [2.978, -0.644, -5.058], [2.995, 0.144, -3.925], [3.831, 1.179, -3.844], [2.141, -0.152, -2.882], [2.210, 0.646, -1.801], [1.256, -1.218, -2.915], [0.152, -1.627, -1.614], [1.266, -1.988, -4.074], [0.440, -3.031, -4.189], [2.109, -1.716, -5.133], [2.089, -2.477, -6.228]], "s_squared": 6.016, "orbital_gap_ev": [7.230, 5.814], "relative_energy_kcal_mol": 0.0, "spin_multiplicity": 5, "e_lumo_ev": [-0.71, -2.61]}

Entry 3:
{"formula": "C27H112N54O29", "method": "wB97M-V/def2-TZVPD", "elements": ["C", "O", "N", "N", "H", "H", "H", "H", "C", "O", "N", "N", "H", "H", "H", "H", "C", "O", "N", "N", "H", "H", "H", "H", "C", "O", "N", "N", "H", "H", "H", "H", "C", "O", "N", "N", "H", "H", "H", "H", "C", "O", "N", "N", "H", "H", "H", "H", "C", "O", "N", "N", "H", "H", "H", "H", "C", "O", "N", "N", "H", "H", "H", "H", "C", "O", "N", "N", "H", "H", "H", "H", "C", "O", "N", "N", "H", "H", "H", "H", "C", "O", "N", "N", "H", "H", "H", "H", "C", "O", "N", "N", "H", "H", "H", "H", "C", "O", "N", "N", "H", "H", "H", "H", "C", "O", "N", "N", "H", "H", "H", "H", "C", "O", "N", "N", "H", "H", "H", "H", "C", "O", "N", "N", "H", "H", "H", "H", "C", "O", "N", "N", "H", "H", "H", "H", "C", "O", "N", "N", "H", "H", "H", "H", "C", "O", "N", "N", "H", "H", "H", "H", "C", "O", "N", "N", "H", "H", "H", "H", "C", "O", "N", "N", "H", "H", "H", "H", "C", "O", "N", "N", "H", "H", "H", "H", "C", "O", "N", "N", "H", "H", "H", "H", "C", "O", "N", "N", "H", "H", "H", "H", "C", "O", "N", "N", "H", "H", "H", "H", "C", "O", "N", "N", "H", "H", "H", "H", "C", "O", "N", "N", "H", "H", "H", "H", "O", "H", "H", "O", "H", "H"], "xyz": [[1.095, 3.579, -5.092], [0.925, 4.501, -5.791], [0.457, 3.182, -4.017], [1.929, 2.704, -5.414], [0.967, 2.836, -3.217], [-0.161, 3.943, -3.773], [2.032, 1.986, -4.710], [2.347, 2.659, -6.332], [0.526, -2.486, 7.260], [-0.514, -3.188, 7.273], [0.602, -1.489, 6.388], [1.371, -2.459, 8.230], [-0.218, -1.243, 5.852], [1.279, -0.786, 6.648], [1.132, -3.056, 9.009], [2.271, -2.019, 8.105], [-0.861, 3.868, 6.250], [-1.255, 4.108, 7.380], [-0.181, 4.597, 5.477], [-0.803, 2.689, 5.791], [0.292, 4.162, 4.698], [-0.211, 5.602, 5.577], [-0.553, 2.641, 4.814], [-1.172, 1.879, 6.268], [-1.255, 0.533, -7.447], [-1.521, -0.513, -7.945], [-1.740, 1.741, -7.558], [-0.323, 0.698, -6.484], [-1.176, 2.569, -7.427], [-2.580, 1.707, -8.118], [0.305, -0.079, -6.341], [-0.035, 1.632, -6.228], [2.025, 1.417, 3.727], [3.080, 2.032, 3.604], [0.881, 1.885, 3.267], [1.930, 0.166, 3.993], [0.915, 2.815, 2.874], [0.127, 1.219, 3.355], [0.981, -0.166, 3.899], [2.652, -0.533, 4.102], [-3.397, -3.025, -6.200], [-4.012, -3.873, -5.674], [-3.404, -2.861, -7.491], [-2.521, -2.223, -5.587], [-3.813, -3.547, -8.108], [-2.864, -2.089, -7.855], [-2.544, -2.316, -4.582], [-2.122, -1.442, -6.087], [5.845, 1.671, -3.245], [5.594, 1.473, -4.374], [6.982, 1.639, -2.622], [4.892, 1.974, -2.398], [7.652, 1.758, -3.369], [6.938, 2.125, -1.738], [5.102, 2.149, -1.426], [3.912, 1.796, -2.566], [-0.164, -4.059, -0.878], [-1.344, -3.893, -0.675], [0.522, -5.139, -0.533], [0.677, -3.169, -1.299], [1.495, -5.295, -0.755], [0.118, -5.932, -0.056], [0.382, -2.207, -1.387], [1.562, -3.485, -1.669], [-6.601, 0.576, -2.081], [-5.753, 1.269, -1.485], [-7.871, 0.329, -1.664], [-6.357, -0.113, -3.130], [-8.121, 0.660, -0.743], [-8.344, -0.412, -2.161], [-7.191, -0.561, -3.481], [-5.437, -0.189, -3.540], [6.026, 3.111, 1.347], [5.719, 2.913, 0.257], [6.969, 3.994, 1.569], [5.536, 2.608, 2.458], [7.322, 4.596, 0.839], [7.025, 4.283, 2.535], [5.877, 3.076, 3.285], [4.722, 2.027, 2.597], [-2.367, -0.037, 4.666], [-1.536, 0.568, 3.995], [-2.655, -1.288, 4.661], [-3.216, 0.578, 5.468], [-1.855, -1.686, 4.190], [-3.094, -1.824, 5.395], [-4.081, 0.112, 5.701], [-3.135, 1.574, 5.617], [2.562, 4.119, -0.368], [1.661, 4.413, -1.184], [3.503, 4.953, -0.171], [2.687, 3.070, 0.327], [3.355, 5.822, -0.664], [4.338, 4.673, 0.323], [3.593, 3.056, 0.773], [2.032, 2.303, 0.276], [2.136, -0.277, -3.273], [2.231, 0.872, -2.748], [1.103, -0.705, -3.858], [3.070, -1.242, -3.179], [1.077, -1.713, -3.913], [0.370, -0.034, -4.039], [2.782, -2.133, -3.556], [3.832, -1.133, -2.525], [4.859, -1.312, 0.058], [6.031, -1.621, -0.098], [3.824, -2.195, -0.027], [4.435, -0.138, 0.428], [3.818, -2.867, -0.782], [3.067, -1.660, 0.374], [5.111, 0.598, 0.575], [3.449, 0.076, 0.474], [-4.549, 4.629, -0.573], [-5.671, 5.084, -0.824], [-3.648, 5.341, 0.029], [-4.141, 3.456, -0.875], [-2.691, 5.022, -0.023], [-3.840, 6.256, 0.411], [-3.283, 3.143, -0.443], [-4.758, 2.710, -1.164], [-4.014, -1.762, 0.504], [-5.003, -1.512, 1.167], [-3.024, -2.456, 0.874], [-3.872, -1.344, -0.703], [-2.700, -3.062, 0.134], [-2.915, -2.954, 1.746], [-3.420, -1.919, -1.400], [-4.622, -0.792, -1.093], [0.210, -4.291, -4.752], [0.704, -3.170, -4.829], [0.638, -5.455, -5.167], [-0.993, -4.462, -4.290], [0.269, -6.329, -4.819], [1.538, -5.478, -5.625], [-1.461, -5.331, -4.506], [-1.536, -3.719, -3.872], [0.690, -2.991, 3.334], [-0.393, -2.529, 3.335], [1.503, -3.037, 2.316], [1.222, -3.556, 4.282], [2.403, -3.456, 2.499], [1.233, -2.558, 1.468], [0.765, -3.626, 5.180], [2.164, -3.873, 4.104], [-3.965, 3.873, 3.239], [-3.274, 4.822, 3.441], [-5.241, 3.939, 3.339], [-3.593, 2.689, 2.838], [-5.486, 4.831, 3.745], [-5.792, 3.190, 2.946], [-2.611, 2.455, 2.862], [-4.279, 2.031, 2.494], [-0.735, 7.022, -2.421], [-1.010, 7.888, -3.237], [-1.077, 6.859, -1.174], [0.193, 6.082, -2.724], [-1.809, 7.442, -0.794], [-0.746, 5.967, -0.834], [0.411, 5.448, -1.968], [0.682, 6.041, -3.606], [5.078, -1.507, 4.395], [3.974, -1.712, 4.740], [5.559, -0.355, 4.007], [5.912, -2.572, 4.239], [4.918, 0.402, 3.813], [6.456, -0.305, 3.547], [5.615, -3.386, 4.759], [6.901, -2.393, 4.143], [-2.663, 0.950, -3.861], [-2.066, 0.079, -3.203], [-2.617, 2.123, -3.447], [-3.625, 0.722, -4.714], [-2.185, 2.354, -2.564], [-3.029, 2.851, -4.013], [-4.357, 1.398, -4.883], [-3.742, -0.209, -5.087], [0.559, -0.300, 0.299], [1.674, 0.019, 0.681], [-0.361, -0.791, 1.043], [0.039, 0.008, -0.915], [-1.091, -1.267, 0.533], [-0.175, -1.062, 1.998], [0.667, 0.602, -1.437], [-0.948, 0.009, -1.130], [-0.161, 5.549, 1.929], [-0.206, 4.377, 1.723], [0.781, 6.317, 1.561], [-1.106, 6.220, 2.506], [0.778, 7.286, 1.847], [1.486, 5.927, 0.952], [-1.474, 7.025, 2.019], [-1.821, 5.611, 2.878], [-3.996, -6.457, -0.731], [-4.932, -7.237, -1.082], [-3.516, -6.243, 0.480], [-3.502, -5.599, -1.578], [-2.914, -5.452, 0.657], [-3.928, -6.778, 1.231], [-2.868, -4.874, -1.275], [-3.952, -5.604, -2.482], [3.693, -5.398, 1.444], [3.795, -5.584, 0.226], [4.073, -4.316, 1.991], [3.206, -6.252, 2.230], [4.480, -3.662, 1.338], [4.247, -4.243, 2.984], [3.052, -6.095, 3.216], [2.860, -7.107, 1.818], [-1.108, -6.898, 2.394], [-1.660, -7.912, 2.659], [0.091, -6.801, 1.943], [-1.532, -5.653, 2.679], [0.553, -5.951, 1.652], [0.664, -7.633, 1.930], [-2.297, -5.418, 3.295], [-0.830, -4.958, 2.465], [-1.126, 3.369, -0.675], [-0.229, 3.524, -0.971], [-1.061, 3.339, 0.280], [-2.309, -2.548, -2.833], [-2.034, -1.637, -2.935], [-1.718, -2.905, -2.170]], "orbital_gap_ev": 8.036, "e_lumo_ev": -0.70}

Number 1: E_tot -98938.291 eV. Number 2: E_tot -121739.309 eV. Number 3: E_tot -169677.618 eV.